Record 1
31
Properties=species:S:1:pos:R:3:nbo_charge:R:1 method="wB97M-V/def2-TZVPD" homo_ha=-0.46452 lumo_ha=-0.19884 charge=+1 gap_ev=7.23
N 2.59247 -0.35767 2.33503 -1.26
P 1.63938 -1.14855 1.33578 2.10
O 2.47481 -1.23545 -0.12813 -0.92
O 1.46975 -2.71015 1.95089 -0.97
C -0.05073 -0.34389 1.12834 -0.59
C -0.64266 0.35045 2.43088 -0.26
N -1.91778 -0.29821 2.86019 -0.41
C -2.32813 -1.18881 2.01402 0.28
C -1.29424 -1.30850 0.85791 -0.13
N -1.78563 -1.47618 -0.52989 -0.79
H 2.09666 0.46980 2.67515 0.36
H 2.78750 -2.16057 -0.15291 0.51
H 1.34817 -2.60664 2.90608 0.52
H -0.05061 0.37569 0.27684 0.29
H 0.06267 0.63122 3.24164 0.27
H -1.02619 1.32535 2.01961 0.25
H -2.31090 0.02263 3.74417 0.46
H -3.27047 -1.76504 2.12240 0.27
H -0.85396 -2.33021 1.08066 0.26
H -2.80430 -1.54195 -0.50023 0.38
H -1.44527 -2.38170 -0.84975 0.39
C 1.36770 1.65106 -2.68124 -0.14
C -0.04170 2.02725 -2.33158 0.44
O -0.47490 2.72961 -3.47617 -0.48
C 0.22944 2.20938 -4.52474 0.96
O -0.05531 2.36451 -5.66185 -0.53
O 1.29514 1.48111 -4.09268 -0.47
F -0.07963 2.86797 -1.25980 -0.34
H 2.08476 2.44177 -2.44768 0.21
H 1.68860 0.73093 -2.19162 0.21
H -0.70465 1.17477 -2.15133 0.15

***

Record 2
22
Properties=species:S:1:pos:R:3:nbo_charge:R:1 method="wB97M-V/def2-TZVPD" homo_ha="-0.48960 / -0.52477" lumo_ha="-0.26990 / -0.19949" charge=+1 gap_ev="5.98 / 8.85"
C 2.57928 -1.57560 -0.15906 -0.11
C 1.69091 -0.89557 0.28493 0.11
C -1.40239 0.84651 0.20935 -0.64
C -0.37137 -0.69830 -1.40602 -0.65
C -1.17968 -1.61604 0.85057 -0.61
C 1.95098 2.05199 0.04698 -0.18
C -0.59040 -0.42061 0.10243 0.12
N 0.71577 -0.09094 0.77130 -0.44
H 3.28562 -2.07159 -0.76786 0.27
H -1.94813 1.11639 1.15430 0.24
H -0.83459 1.72134 -0.17201 0.20
H -2.17533 0.73741 -0.52698 0.25
H 0.07123 0.14718 -2.13477 0.24
H -1.24776 -1.12928 -1.79104 0.24
H 0.29233 -1.64447 -1.45360 0.24
H -0.56242 -1.87506 1.63471 0.22
H -2.13049 -1.40959 1.17053 0.24
H -1.25430 -2.44953 0.15399 0.24
H 2.35526 1.65310 1.08543 0.20
H 2.66142 2.02641 -0.72371 0.20
H 0.96331 2.39337 0.04589 0.19
H 0.60909 0.27149 1.68681 0.44

***

Record 3
23
Properties=species:S:1:pos:R:3:nbo_charge:R:1 method="wB97M-V/def2-TZVPD" spin_multiplicity=2 homo_ha="0.04162 / -0.17468" s_squared=0.750 lumo_ha="0.13310 / 0.12890" charge=-1 gap_ev="2.49 / 8.26"
C 1.67890 0.29279 2.64037 -0.66
C -0.01092 -1.96673 0.37833 0.00
C 1.30092 -0.76677 1.71931 0.02
C 2.09428 -1.82723 1.23002 -0.42
N -0.05207 -0.90331 1.18143 -0.50
N 1.23946 -2.63552 0.49514 -0.67
H -0.86359 -2.41063 -0.11910 0.19
H 1.58043 -3.51680 0.17618 0.30
H 2.99233 -2.14486 1.59849 0.19
H 1.69341 1.37317 2.11457 0.18
H 2.66253 0.25280 3.06806 0.22
H 0.89081 0.48677 3.30981 0.22
C -1.05847 0.91946 -1.17555 -0.44
C -2.49642 1.48649 -0.97414 -0.62
C -0.46396 1.30799 -2.53999 -0.65
H -0.38864 1.20569 -0.39505 0.21
H -1.03727 -0.13864 -0.99202 0.22
H -2.76580 2.07108 -1.83665 0.19
H -1.04960 0.79610 -3.37180 0.18
H -2.55540 2.13850 -0.11596 0.20
H -3.22636 0.64762 -0.93757 0.20
H -0.78908 2.41690 -2.80401 0.19
H 0.62451 0.91511 -2.64985 0.22

***

Record 4
23
Properties=species:S:1:pos:R:3:nbo_charge:R:1 method="wB97M-V/def2-TZVPD" spin_multiplicity=2 homo_ha="0.04445 / -0.18619" s_squared=0.750 lumo_ha="0.13324 / 0.12909" charge=-1 gap_ev="2.42 / 8.58"
C -0.45513 -0.26262 -2.52386 -0.43
C -1.86741 -0.62442 -2.92094 -0.65
C 0.06750 -1.10905 -1.36505 -0.62
H -0.42084 0.81400 -2.32079 0.22
H 0.27768 -0.43954 -3.41631 0.18
H -2.55963 0.16321 -3.38077 0.20
H -2.07356 -1.46138 -3.57901 0.20
H 0.22487 -0.66840 -0.44932 0.23
H -2.50273 -0.76473 -2.08736 0.21
H 0.90660 -1.73000 -1.44616 0.20
H -0.74763 -2.00643 -1.39016 0.18
C 2.32734 -0.24622 1.39198 -0.68
C -0.11262 2.28439 2.37839 0.02
C 1.06412 0.50369 1.70510 0.00
C -0.08255 0.06028 2.35846 -0.37
N 0.98701 1.99080 1.77652 -0.50
N -0.83021 1.17565 2.77213 -0.70
H -0.47385 3.24049 2.46375 0.18
H -1.52011 1.18326 3.50929 0.28
H -0.38145 -0.93826 2.50789 0.20
H 2.22126 -1.07601 0.65074 0.21
H 2.93357 -0.65262 2.29101 0.21
H 3.01776 0.56392 1.07446 0.23

***

Record 5
23
Properties=species:S:1:pos:R:3:nbo_charge:R:1 method="wB97M-V/def2-TZVPD" homo_ha=-0.32068 smiles=CCc1c[nH]cn1.CC lumo_ha=0.03359 gap_ev=9.64
C 0.75719 0.94828 -2.02036 -0.60
C 0.05804 1.93685 -1.05535 -0.42
C -0.45595 1.19256 0.14320 0.12
C -1.75301 1.13185 0.57539 -0.14
N -1.69762 0.37657 1.73658 -0.53
C -0.39554 0.15454 2.00540 0.17
N 0.38684 0.62956 1.07468 -0.47
H 0.11165 0.07741 -2.09217 0.20
H 1.74857 0.71987 -1.65107 0.22
H 0.79149 1.35332 -3.03436 0.21
H 0.79159 2.66059 -0.70004 0.22
H -0.77636 2.41767 -1.54603 0.21
H -2.65750 1.15924 0.00070 0.22
H -2.40656 0.36782 2.45540 0.41
H 0.01047 -0.52798 2.73723 0.20
C 1.74662 -2.17484 -0.46584 -0.62
C 0.64637 -3.08420 -1.05046 -0.62
H 1.80098 -2.35846 0.61529 0.20
H 2.73618 -2.51288 -0.78487 0.20
H 1.59027 -1.12191 -0.61685 0.22
H -0.09952 -2.47389 -1.56350 0.20
H 0.04880 -3.50933 -0.24174 0.20
H 1.00131 -3.92005 -1.63257 0.21

***

Record 6
23
Properties=species:S:1:pos:R:3:nbo_charge:R:1 method="wB97M-V/def2-TZVPD" homo_ha=-0.28978 lumo_ha=0.03624 gap_ev=8.87
C 0.76752 1.11426 -0.68453 -0.40
C -0.81456 1.00120 -0.88475 -0.46
C 0.25013 -0.00582 1.30161 -0.50
C 1.11842 -0.15071 0.12459 0.06
C -1.28886 -0.16197 -0.03428 0.26
C 2.64583 -0.37046 0.29571 -0.60
C -2.62210 -0.16123 0.57357 -0.65
N 0.61895 -1.27335 -0.85721 -0.47
N -0.78186 -1.33714 -0.64897 -0.49
H 1.17436 1.23647 -1.72610 0.20
H 0.93172 2.00024 -0.07073 0.20
H -1.27396 2.01331 -0.54382 0.22
H -1.01997 0.71442 -1.90894 0.22
H 0.37940 -0.68278 2.16897 0.21
H 0.08804 1.00939 1.64871 0.20
H 2.96613 -1.34788 0.66483 0.22
H 2.96360 0.28968 1.04145 0.21
H 3.07520 -0.16384 -0.59982 0.20
H -2.77240 0.66194 1.24481 0.23
H -2.83579 -1.23289 0.90156 0.21
H -3.39739 0.02566 -0.07705 0.22
H 0.82692 -0.97112 -1.85042 0.35
H -0.99931 -2.20734 -0.07917 0.35

***

Record 7
23
Properties=species:S:1:pos:R:3:nbo_charge:R:1 method="wB97M-V/def2-TZVPD" homo_ha=-0.25439 lumo_ha=0.03663 gap_ev=7.92
C -2.33904 -0.19252 0.92665 -0.43
N -1.19576 0.29915 0.19662 -0.52
C -0.51991 -0.52562 -0.65374 0.24
C -1.14051 -1.56513 -1.53910 -0.67
C 0.81076 -0.22537 -0.47551 -0.26
C 1.94823 -0.22081 -1.44797 -0.63
C 0.71121 0.62012 0.72557 0.45
C 1.11145 2.06756 0.67056 -0.67
N 0.88207 0.02733 1.95267 -0.79
H -2.04178 -0.80254 1.79999 0.16
H -2.99484 -0.82570 0.31618 0.19
H -2.93210 0.64777 1.29447 0.20
H -2.03194 -1.17545 -2.03485 0.22
H -1.43659 -2.44569 -0.96290 0.22
H -0.42794 -1.89147 -2.29626 0.22
H 2.89469 -0.49546 -0.97452 0.21
H 2.09009 0.76139 -1.91667 0.20
H 1.75686 -0.93270 -2.25185 0.22
H 2.18216 2.13663 0.46410 0.23
H 0.91309 2.58767 1.60819 0.21
H 0.57273 2.55787 -0.13845 0.24
H 0.54890 0.54718 2.75493 0.37
H 0.63817 -0.95423 1.98189 0.39

***

Record 8
23
Properties=species:S:1:pos:R:3:nbo_charge:R:1 method="wB97M-V/def2-TZVPD" homo_ha=-0.31329 smiles=CCc1c[nH]cn1.CC lumo_ha=0.03289 gap_ev=9.42
C -0.04869 -0.47118 1.79847 -0.59
C 0.81552 0.58019 1.12440 -0.43
C 1.27765 0.21469 -0.25178 0.10
C 1.97847 -0.92250 -0.56826 -0.13
N 2.20591 -0.81492 -1.91470 -0.51
C 1.65833 0.35006 -2.34171 0.16
N 1.09479 0.98116 -1.35650 -0.46
H 0.44678 -1.44225 1.80792 0.20
H -1.00964 -0.63583 1.32236 0.21
H -0.22348 -0.13740 2.79675 0.21
H 0.36205 1.57395 1.05964 0.22
H 1.64850 0.84765 1.77515 0.21
H 2.34806 -1.78525 -0.04363 0.22
H 2.81892 -1.39326 -2.46399 0.41
H 1.63746 0.49780 -3.40931 0.19
C -3.87274 -0.46557 0.77463 -0.61
C -3.30035 0.63762 1.64627 -0.61
H -4.22760 -0.07765 -0.17904 0.20
H -3.15521 -1.26205 0.61187 0.20
H -4.75502 -0.91809 1.22708 0.20
H -2.42791 1.14956 1.24739 0.21
H -3.03721 0.27367 2.63832 0.20
H -4.00939 1.46804 1.70666 0.20

***

Record 9
23
Properties=species:S:1:pos:R:3:nbo_charge:R:1 method="wB97M-V/def2-TZVPD" homo_ha=-0.32916 smiles=c1c[nH]cn1.CC(C)C lumo_ha=0.02864 gap_ev=9.74
C -1.04309 -0.17027 0.59315 -0.10
C -1.22260 -0.34618 -0.76186 -0.12
N 0.04526 -0.45608 -1.27630 -0.53
C 0.92389 -0.34543 -0.23965 0.15
N 0.29399 -0.17077 0.91127 -0.46
H -1.81050 -0.04311 1.35669 0.21
H -2.11266 -0.40151 -1.38862 0.22
H 0.28753 -0.59585 -2.26032 0.42
H 2.00365 -0.39893 -0.37876 0.20
C -0.73080 -3.48283 2.05162 -0.61
C 0.00738 -3.67964 0.72772 -0.22
C 1.51866 -3.71805 0.95335 -0.61
C -0.46644 -4.95457 0.03031 -0.60
H -0.51550 -4.33032 2.72394 0.20
H -1.82028 -3.43226 1.88706 0.20
H -0.40588 -2.55123 2.54474 0.22
H -0.22374 -2.81740 0.06970 0.19
H 1.77293 -4.56962 1.60664 0.20
H 2.05315 -3.83730 -0.00410 0.20
H 1.86480 -2.78867 1.43611 0.22
H -1.55343 -4.91788 -0.15329 0.21
H 0.04934 -5.08549 -0.93584 0.20
H -0.24657 -5.82757 0.66762 0.20

***

Record 10
23
Properties=species:S:1:pos:R:3:nbo_charge:R:1 method="wB97M-V/def2-TZVPD" homo_ha=-0.31605 smiles="[H]/N=C(/C)CC.CC=C=N" lumo_ha=0.00087 gap_ev=8.62
H -0.94923 2.28798 0.18566 0.33
N -1.02225 1.74353 -0.67400 -0.63
C -1.07024 0.47951 -0.46628 0.31
C -1.28362 -0.38423 -1.68388 -0.69
C -1.78702 -0.03688 0.88089 -0.46
C -1.59791 -1.48840 1.20988 -0.65
H -2.30663 -0.26018 -2.04172 0.24
H -0.61565 -0.05234 -2.47610 0.23
H -1.12031 -1.43520 -1.45872 0.21
H -1.40276 0.59960 1.68032 0.21
H -2.84040 0.19978 0.71405 0.22
H -0.51117 -1.74123 1.07633 0.25
H -2.18115 -2.14074 0.56406 0.20
H -1.83264 -1.68760 2.25454 0.22
C 3.28024 1.03877 0.19792 -0.61
C 1.79704 1.04818 -0.02264 -0.37
C 1.10467 -0.06642 -0.04432 0.36
N 1.05710 -1.29788 0.21199 -0.63
H 3.60923 0.07245 0.56971 0.22
H 3.81005 1.25603 -0.73054 0.21
H 3.56003 1.81075 0.91576 0.22
H 1.31488 1.98025 -0.27820 0.24
H 0.98776 -1.92573 -0.58470 0.37

***

Listing ΔE to the lowest compared entry with this formula, charge and spin for the structures above in their given order: 37.6 143.9 33.9 42.9 13.4 76.1 50.4 6.8 0.0 75.3 kcal/mol.
Listing strongest force on any atom for the structures above in their given order: 3.9 5.2 5.2 5.3 1.7 4.2 1.0 1.4 0.9 4.1 eV/A.